1.
A cluster of 2 separate species, C3H2N2O3 in total, computed with the ωB97M-V functional and the def2-TZVPD basis.

Properties
LUMO energy in Eh: 0.013
HOMO in eV: -9.662

Structure (ORCA input):
```
! RIJCOSX wB97M-V def2-TZVPD def2/J DEFGRID3
* xyz 0 1
C 0.60098 1.68948 -0.13073
C -2.65086 -0.20352 0.18914
C 0.03456 -1.66038 0.11203
N 0.26637 0.58875 -0.15137
N -0.33201 -0.47799 -0.29940
O -2.84422 -1.00910 -0.65030
O 1.12658 -1.78617 0.59590
O -2.62680 0.58632 0.99812
H 0.92753 2.72202 -0.21470
H -0.68738 -2.49973 -0.33457
*
```

2.
An isolated molecule of C3H2N2O3, computed with the ωB97M-V functional and the def2-TZVPD basis.

Properties
LUMO energy in Eh: -0.037
SMILES string: O=Cc1nc(O)no1
HOMO in eV: -10.787

Structure (ORCA input):
```
! RIJCOSX wB97M-V def2-TZVPD def2/J DEFGRID3
* xyz 0 1
O -2.94977 0.24468 0.22332
C -2.12397 -0.62924 0.06703
C -0.59500 -0.42708 -0.27526
N 0.58879 -1.01323 -0.15312
C 1.57505 0.01615 -0.06782
O 2.83739 -0.22418 0.14350
N 0.99320 1.17930 -0.00822
O -0.47368 0.95687 -0.11265
H -2.48940 -1.63126 -0.10159
H 2.96740 -1.10914 0.85380
*
```

3.
The ion C3H2N2O3S3 with charge -2, computed with the ωB97M-V functional and the def2-TZVPD basis.

Properties
LUMO energy (alpha / beta) in Eh: 0.154 / 0.151
SMILES string: O=S([O-])([O-])=C=CNC(=S)N=S
HOMO (alpha / beta) in eV: -0.392 / -0.452

Structure (ORCA input):
```
! RIJCOSX wB97M-V def2-TZVPD def2/J DEFGRID3
* xyz -2 1
O 2.97531 0.59713 -0.91560
S 2.56205 -0.74578 -0.45793
O 2.62826 -1.74972 -1.52303
O 3.23932 -1.16074 0.77106
C 0.83159 -0.51584 -0.06764
C 0.22269 0.62833 -0.26825
N -1.10292 0.99624 -0.01339
C -2.16898 0.28475 0.49759
S -3.64344 1.17220 0.41447
N -1.98414 -0.87758 0.99733
S -2.93661 -1.99991 1.64102
H 0.76435 1.47282 -0.70721
H -1.38747 1.89810 -0.36842
*
```

4.
A cluster of 2 separate species, C3H2N2O4 in total, computed with the ωB97M-V functional and the def2-TZVPD basis.

Properties
LUMO energy (alpha / beta) in Eh: 0.172 / 0.151
HOMO (alpha / beta) in eV: -1.031 / -1.031

Structure (ORCA input):
```
! RIJCOSX wB97M-V def2-TZVPD def2/J DEFGRID3
* xyz -2 1
C -3.64965 1.07092 0.05402
C -3.48218 0.74105 -1.21400
C -4.32461 -0.40354 0.56739
N -2.69430 -1.82358 -0.51637
N -3.39574 -1.29329 0.43009
O -3.23372 1.94416 0.85160
O -3.84410 0.39333 -2.28185
O -5.36706 -0.50041 1.23900
O 16.21048 1.38527 0.07636
H -1.93732 -2.36567 0.03027
H 15.71819 0.85177 0.76349
*
```